{"formula": "C14H18N4OS", "method": "ωB97M-V/def2-TZVPD", "lumo_ev": 0.4240, "multiplicity": 1, "smiles": "Cn1c(SCC(=O)C(C)(C)C)nnc1-c1cccnc1", "e_homo_ev": -8.35, "e_above_lowest_ev": 1.588, "homo_lumo_gap_ev": 8.77, "species": ["C", "N", "C", "S", "C", "C", "O", "C", "C", "C", "C", "N", "N", "C", "C", "C", "C", "C", "N", "C", "H", "H", "H", "H", "H", "H", "H", "H", "H", "H", "H", "H", "H", "H", "H", "H", "H", "H"], "coordinates": [[1.6724, -1.6704, -1.0283], [0.9254, -0.4974, -1.3826], [0.6932, 0.5814, -0.5794], [1.2340, 0.6531, 1.0693], [0.2791, 2.1051, 1.6261], [-0.9812, 1.6383, 2.3306], [-2.0542, 1.7831, 1.8046], [-0.8467, 0.9434, 3.6859], [-1.9428, 1.5049, 4.6001], [-1.1147, -0.5492, 3.4327], [0.5170, 1.1172, 4.3509], [0.0560, 1.5198, -1.2269], [-0.1424, 1.0805, -2.4696], [0.3647, -0.1219, -2.5818], [0.3174, -0.8977, -3.8044], [0.2893, -0.2244, -5.0286], [0.2325, -0.9598, -6.1965], [0.2106, -2.3455, -6.1038], [0.2057, -2.9917, -4.9514], [0.2468, -2.2913, -3.8342], [2.4093, -1.4030, -0.2698], [2.1834, -2.0596, -1.9083], [1.0143, -2.4405, -0.6187], [0.9314, 2.6810, 2.2786], [0.0209, 2.6609, 0.7243], [-1.7559, 2.5544, 4.8183], [-1.9694, 0.9539, 5.5369], [-2.9115, 1.4230, 4.1145], [-0.3258, -0.9829, 2.8221], [-1.1527, -1.0830, 4.3795], [-2.0655, -0.6775, 2.9209], [1.3170, 0.7031, 3.7415], [0.7264, 2.1663, 4.5498], [0.5175, 0.5908, 5.3032], [0.3097, 0.8543, -5.0326], [0.2094, -0.4725, -7.1586], [0.1856, -2.9689, -6.9876], [0.1941, -2.8773, -2.9268]], "lowdin_charge": [-0.0351, -0.0482, -0.6140, 1.0041, -0.3357, -0.4292, 0.1129, -0.5505, -0.0401, -0.0426, -0.0610, 0.0270, 0.0765, -0.2652, -0.1341, -0.0073, -0.0505, -0.1479, 0.0618, -0.1053, 0.0728, 0.0977, 0.1017, 0.0808, 0.0748, 0.0892, 0.0860, 0.0851, 0.0576, 0.0868, 0.0924, 0.0534, 0.0880, 0.0905, 0.1141, 0.1030, 0.1040, 0.1067]}